Density functional theory data (ωB97M-V/def2-TZVPD) for a molecular structure, C34H27BrDyF5N7 at a distorted geometry.

Output
Spin multiplicity   6
Net charge   +1
HOMO level (spin up / spin down)   -9.5 / -9.5 eV
Energy   -5653.4037 Eh
<S²>   9.33

```
75
C34H27BrDyF5N7 (ωB97M-V/def2-TZVPD)
Dy -0.16 1.15 -0.86
Br -2.17 -4.11 4.10
F -4.21 3.76 -1.51
F -2.68 4.75 -2.68
F -2.53 4.70 -0.51
F 0.51 2.13 -2.43
F -2.39 2.14 -0.38
N 0.97 2.52 2.00
N 0.32 -0.75 -2.27
N -2.56 1.84 -2.70
N 1.31 -0.02 0.54
N 1.05 -1.78 -1.80
N 0.39 2.69 0.80
N -2.17 -0.31 -0.65
C -2.63 -3.41 1.39
C 1.47 3.69 2.45
C 1.51 -1.08 2.71
C -1.81 -1.62 2.78
C -2.65 -2.55 0.30
C -3.28 0.65 -2.57
C 0.52 3.98 0.49
C 1.43 -1.08 4.09
C 4.76 -1.29 0.07
C -2.92 1.83 -5.06
C -2.88 3.99 -1.59
C 2.39 -0.72 0.00
C 0.93 1.24 4.04
C -2.31 2.33 -3.96
C -0.57 -1.29 -3.10
C -3.20 -0.21 -1.43
C 4.64 -2.15 -1.02
C 3.68 -0.60 0.56
C -3.84 0.77 -4.92
C 2.28 -1.57 -1.11
C 0.61 -2.96 -2.30
C 5.83 -2.87 -1.59
C -0.44 -2.68 -3.15
C -2.23 -1.23 0.44
C 1.12 0.09 4.79
C 1.05 1.25 2.65
C -1.82 -0.78 1.69
C -2.21 -2.94 2.62
C 1.31 0.07 1.94
C 1.19 4.66 1.51
C -3.99 0.19 -3.69
C 3.39 -2.26 -1.60
C 0.97 0.09 6.28
C -2.08 2.71 -1.64
H -2.94 -4.44 1.27
H 0.68 2.17 4.55
H -2.92 -2.93 -0.68
H 5.74 -1.15 0.54
H 1.07 -3.89 -2.02
H 1.58 -2.00 4.63
H 1.44 5.71 1.55
H 3.80 0.07 1.40
H 1.71 -2.01 2.19
H -1.60 3.14 -4.00
H 1.68 -0.59 6.75
H -4.60 -0.69 -3.56
H -2.69 2.26 -6.03
H 3.26 -2.88 -2.48
H 0.13 4.36 -0.44
H 6.42 -2.21 -2.23
H -1.02 -3.38 -3.73
H 1.99 3.76 3.39
H 5.53 -3.73 -2.19
H -4.38 0.38 -5.78
H -0.03 -0.25 6.57
H 1.11 1.09 6.70
H -1.26 -0.66 -3.65
H -4.06 -0.87 -1.28
H -1.53 0.26 1.82
H -1.48 -1.27 3.75
H 6.49 -3.22 -0.79
```